Entry 1:
Computed, not measured: 2 unconnected molecules or ions with the total composition C3H10N2O2Si in a non-equilibrium geometry, with the ωB97M-V functional and the def2-TZVPD basis.

```
18
Properties=species:S:1:pos:R:3:forces:R:3:lowdin_charge:R:1
C -2.463223 -0.765337 1.223911 -1.9 -2.7 -1.4 -0.077
C -1.493874 0.093877 1.183723 1.4 1.7 -0.5 -0.244
C -0.771194 -0.053162 -2.099995 -1.1 -0.6 0.8 -0.142
N 1.496046 2.168945 0.690785 -1.4 1.7 -1.2 0.059
N 2.504963 -1.372388 -0.201799 0.5 -1.1 -1.4 -0.196
O 0.367229 1.880741 -0.192189 -0.4 -0.3 -0.9 -0.322
O 1.802479 -0.746040 0.788020 -2.2 2.7 -0.4 -0.389
Si -0.406652 0.443174 -0.331851 2.4 -0.5 1.8 0.823
H -3.107639 -1.097507 2.081681 0.8 0.7 -0.9 0.084
H -2.600145 -1.292789 0.241136 -0.5 0.0 1.2 0.059
H -1.313983 0.678959 2.070195 0.5 0.3 0.2 0.059
H -1.202191 -1.039167 -2.169870 -0.6 -0.6 0.7 0.028
H -1.524324 0.548337 -2.585259 -0.2 0.7 0.1 0.037
H -0.006222 -0.232036 -2.803168 1.7 0.6 -0.4 0.025
H 1.691047 1.286096 1.072982 0.7 -1.8 1.1 -0.002
H 1.014564 2.783616 1.342172 0.5 -0.2 0.4 0.081
H 3.439147 -1.000723 -0.525896 -1.2 0.0 1.3 0.076
H 2.573964 -2.284602 0.215416 0.9 -0.6 -0.6 0.041
```
Forces are in eV/Å.

As for the energy relative to the best compared isomer or geometry (same formula, charge and spin): 153.9 kcal/mol.

Entry 2:
Computed, not measured: 3 unconnected molecules or ions with the total composition C35H62BrClF3N4O7S in a non-equilibrium geometry, with the ωB97M-V functional and the def2-TZVPD basis.

```
114
Properties=species:S:1:pos:R:3:forces:R:3:lowdin_charge:R:1
C -1.928624 -3.020841 0.905060 0.3 0.0 -0.3 0.033
C -0.712303 -2.891013 1.766116 -0.4 0.5 -0.6 -0.537
O -0.399058 -3.642826 2.616833 0.4 -0.9 1.0 0.174
O 0.041520 -1.772869 1.481119 -0.4 0.5 -0.3 -0.045
C -0.265663 -0.689483 2.368974 0.8 -0.3 0.4 -0.177
C 0.498956 0.534490 1.904395 -0.2 0.5 0.0 -0.141
C -0.337445 1.556472 1.130148 -0.7 -0.2 0.2 -0.188
C -1.334185 0.900290 0.156922 1.2 0.2 0.3 -0.225
C -1.924266 1.960283 -0.796428 -0.2 -1.3 0.6 -0.157
C -3.438293 1.974111 -1.068256 0.6 0.7 -1.0 -0.396
S -3.879901 0.194158 -1.364312 0.8 -1.7 0.6 0.758
O -4.175190 -0.382468 -0.086624 -0.8 0.8 0.3 -0.288
O -2.812044 -0.432985 -2.069426 0.1 0.6 -0.5 -0.254
C -5.408133 -0.139399 -2.428306 -0.3 -0.2 -0.2 -0.686
F -6.257271 0.871462 -2.523803 -0.1 0.1 0.0 0.160
F -5.998326 -1.142585 -1.812098 -0.1 -0.1 0.1 0.176
F -5.027458 -0.525875 -3.617525 0.1 0.1 -0.2 0.167
N -4.213644 2.601703 0.057613 -0.8 -0.4 0.5 -0.289
Cl -3.881254 1.961116 1.650341 0.1 0.2 0.1 0.977
C -5.720988 2.647586 -0.210660 0.2 0.4 -0.1 -0.207
C -6.532488 3.188364 0.957093 0.0 -0.4 -0.2 -0.067
C -7.318370 2.188586 1.823895 0.6 -0.4 0.2 -0.358
O -7.981239 2.663407 2.691534 -0.6 0.5 0.8 0.160
C -7.324532 0.710951 1.589820 -0.2 -0.6 -0.9 -0.177
C -8.311380 0.223597 0.711882 0.7 -0.3 0.4 -0.020
C -8.372871 -1.140922 0.432302 0.1 0.2 0.0 -0.064
C -7.467431 -2.035137 1.002417 0.2 0.6 0.4 -0.061
C -6.502225 -1.557450 1.890164 -0.5 0.5 -0.4 -0.058
C -6.432616 -0.190027 2.168426 -0.1 -0.2 0.0 -0.058
C -5.876068 3.555042 -1.454330 -0.7 0.6 0.3 -0.344
N -5.845960 4.984718 -1.191705 0.3 -0.6 0.1 0.114
O -5.041150 3.201812 -2.523014 0.0 -0.7 0.2 -0.121
C -3.674932 2.948039 -2.293862 -0.3 0.4 -0.3 -0.690
Br -3.168578 2.049659 -3.948432 0.1 0.1 0.1 1.042
C -2.935940 4.313394 -2.167519 0.0 0.2 -0.2 -0.161
C -1.792747 4.698001 -3.110317 0.3 0.3 0.3 -0.197
C -0.433373 4.027326 -2.926006 -0.2 0.1 0.2 -0.288
O 0.601587 4.852902 -3.411975 0.0 -0.1 -0.1 -0.039
H -1.657502 -2.748281 -0.110708 -0.1 -0.1 -0.2 0.090
H -2.688532 -2.312116 1.224276 -0.1 0.0 0.1 0.073
H -2.290341 -4.038010 0.962514 -0.2 -0.1 0.0 0.093
H 0.072060 -0.973541 3.364661 0.0 -0.1 0.1 0.132
H -1.344064 -0.528385 2.442749 -0.1 0.0 -0.1 0.120
H 0.891231 1.026641 2.790079 0.2 0.1 0.0 0.119
H 1.351090 0.227264 1.304934 0.1 -0.2 0.0 0.102
H 0.286968 2.280813 0.611015 0.2 0.0 0.0 0.115
H -0.935944 2.110549 1.860870 0.1 0.3 0.0 0.095
H -2.036428 0.348375 0.761357 -0.4 -0.1 -0.2 0.046
H -0.760672 0.171347 -0.405055 -0.2 -0.2 -0.3 0.099
H -1.484541 1.752832 -1.764127 0.2 0.4 -0.2 0.090
H -1.614895 2.932011 -0.433966 -0.1 0.3 -0.1 0.108
H -3.911331 3.578119 0.130418 0.3 0.0 -0.1 0.137
H -6.044267 1.627250 -0.393805 0.3 -0.1 -0.2 0.126
H -7.311246 3.828432 0.553308 -0.1 0.1 -0.1 0.133
H -5.962643 3.834683 1.618896 0.1 0.0 0.1 0.126
H -9.011447 0.918401 0.272658 -0.2 0.0 -0.1 0.121
H -9.125499 -1.495341 -0.255422 -0.1 -0.1 0.0 0.111
H -7.505725 -3.086664 0.770947 -0.1 -0.1 -0.1 0.111
H -5.789914 -2.221798 2.350789 0.0 -0.1 0.1 0.110
H -5.671537 0.147922 2.853999 0.0 0.1 0.1 0.091
H -6.887816 3.351230 -1.795509 0.0 -0.2 -0.3 0.173
H -6.778409 5.334266 -1.036262 0.0 0.2 0.0 0.099
H -5.252027 5.262380 -0.420764 0.0 0.2 0.0 0.088
H -2.605166 4.530062 -1.148788 0.1 -0.2 0.2 0.117
H -3.703215 5.055990 -2.358530 -0.3 -0.1 -0.1 0.115
H -1.594092 5.744103 -2.875974 0.0 0.2 0.1 0.129
H -2.117675 4.723842 -4.146152 -0.1 -0.3 -0.2 0.105
H -0.246199 3.938546 -1.857613 0.1 0.0 0.1 0.111
H -0.384760 3.023305 -3.348797 0.0 -0.1 -0.1 0.095
H 0.522395 4.926604 -4.367965 0.1 0.0 -0.1 0.097
C 1.622519 0.281886 -1.843255 -0.2 0.1 0.0 -0.087
C 2.676250 -0.489659 -2.621706 -0.1 0.0 0.0 -0.265
N 3.936901 -0.561917 -1.915918 0.2 0.0 0.0 -0.193
C 5.042701 -1.016929 -2.742536 0.2 0.0 -0.2 -0.243
C 4.987041 -2.443245 -3.300558 0.1 0.0 0.0 -0.081
C 3.871137 -1.119031 -0.575544 -0.2 0.0 0.2 -0.238
C 3.278100 -2.522600 -0.401687 0.1 0.0 0.1 -0.072
H 1.994426 1.267899 -1.553753 0.1 0.0 0.0 0.089
H 0.733203 0.421460 -2.465788 0.0 0.0 0.0 0.070
H 1.313147 -0.254195 -0.944322 0.0 0.0 0.0 0.044
H 2.847490 0.023933 -3.571346 0.1 0.0 0.0 0.120
H 2.270343 -1.482156 -2.875006 0.0 0.0 0.0 0.107
H 5.969234 -0.892453 -2.176180 -0.1 0.0 0.1 0.109
H 5.126783 -0.323846 -3.585626 -0.1 0.0 0.0 0.111
H 5.165335 -3.192049 -2.529791 -0.1 0.0 0.0 0.046
H 5.765916 -2.569624 -4.054513 0.0 0.0 0.0 0.074
H 4.031615 -2.660210 -3.779828 0.0 0.0 0.0 0.067
H 3.290663 -0.430921 0.048247 0.0 0.0 -0.1 0.091
H 4.875899 -1.095943 -0.147805 0.1 0.0 -0.1 0.101
H 2.334698 -2.644772 -0.936656 0.0 0.0 0.0 0.066
H 3.074244 -2.703398 0.655705 0.0 0.0 0.0 0.073
H 3.965431 -3.300097 -0.732065 0.0 0.0 -0.1 0.054
C 8.653027 -4.392102 4.468853 0.0 0.0 0.0 -0.090
C 8.144679 -4.213671 3.045877 0.1 0.0 0.1 -0.275
N 7.245332 -3.084117 2.902825 -0.2 0.0 -0.1 -0.200
C 6.512955 -3.081791 1.651688 -0.1 -0.1 -0.2 -0.253
C 7.304941 -2.931622 0.345917 -0.1 0.1 -0.1 -0.077
C 7.772372 -1.801712 3.334693 0.1 0.1 0.2 -0.247
C 9.073442 -1.302622 2.693064 0.0 0.1 0.0 -0.081
H 7.822656 -4.434204 5.174537 0.0 0.0 0.0 0.080
H 9.211835 -5.325220 4.545991 0.0 0.0 0.0 0.073
H 9.323317 -3.586199 4.770025 0.0 0.0 0.0 0.065
H 7.593371 -5.115328 2.766660 -0.1 0.1 -0.1 0.118
H 9.008896 -4.155015 2.365420 0.0 0.0 0.0 0.103
H 5.754390 -2.294191 1.694975 0.1 0.1 0.1 0.097
H 5.949549 -4.019267 1.598323 0.1 0.0 0.1 0.112
H 7.677041 -1.916716 0.206832 0.1 0.0 0.0 0.057
H 6.653621 -3.152386 -0.504333 0.0 0.0 0.0 0.052
H 8.148367 -3.620241 0.296299 0.0 0.0 0.0 0.070
H 7.927433 -1.848987 4.415770 0.0 -0.1 0.0 0.101
H 6.992130 -1.048256 3.199134 -0.1 -0.1 -0.1 0.113
H 9.842790 -2.075191 2.670469 0.0 0.0 0.0 0.067
H 9.469294 -0.467932 3.274901 0.0 0.0 0.0 0.072
H 8.921515 -0.939781 1.677527 0.0 -0.1 0.0 0.053
```
Forces are in eV/Å.

The net charge is +1. The value obtained for the calculated total energy is -5848.1042 Ha.

Entry 3:
Computed, not measured: 2 unconnected molecules or ions with the total composition C2H8N2O2 in a non-equilibrium geometry, with the ωB97M-V functional and the def2-TZVPD basis.

```
14
Properties=species:S:1:pos:R:3:forces:R:3:lowdin_charge:R:1
C -1.763226 -0.368633 -1.945336 -0.9 2.8 -1.9 -0.104
N -1.325715 0.134425 -0.659306 -0.6 -5.5 -0.3 0.003
C -0.818783 -0.829718 0.235556 1.8 1.8 0.7 -0.538
N -0.353732 -0.206107 1.448437 -2.6 -3.2 -2.2 0.158
O -0.672211 -2.002931 -0.033883 -0.8 0.5 0.4 0.053
H -1.010303 -0.383899 -2.780602 -0.2 -0.2 1.1 0.088
H -2.578571 0.360504 -2.377095 1.2 -1.4 1.0 0.110
H -2.178074 -1.331788 -1.814869 -0.4 -0.9 0.0 0.056
H -1.156046 1.053365 -0.596558 0.8 3.7 0.7 0.069
H -0.160369 0.708189 1.329956 0.8 3.5 0.0 0.029
H 0.191024 -0.703550 2.089000 0.8 -1.0 0.6 0.074
O 3.855124 2.308026 0.922921 1.1 1.4 -1.8 -0.080
H 4.393906 2.720488 1.591846 0.0 -0.2 1.3 0.014
H 4.283309 2.827808 0.180787 -1.2 -1.2 0.5 0.066
```
Forces are in eV/Å.

As for the energy relative to the best compared isomer or geometry (same formula, charge and spin): 23.9 kcal/mol. As for the SMILES: CNC(N)=O.O.

Entry 4:
Computed, not measured: 8 unconnected molecules or ions with the total composition C31H45Cl2F3N4O4 in a non-equilibrium geometry, with the ωB97M-V functional and the def2-TZVPD basis.

```
89
Properties=species:S:1:pos:R:3:forces:R:3:lowdin_charge:R:1
F -10.360536 39.198126 7.344323 -1.2 -0.1 0.1 0.040
C -11.637888 39.689749 7.398423 -1.0 -0.1 0.6 -0.266
C -12.730388 39.025158 7.959757 -0.2 0.5 0.6 -0.004
C -13.957008 39.730158 8.062354 1.3 -0.7 -0.3 -0.087
C -14.083847 41.001162 7.554682 -0.5 0.7 0.0 -0.116
C -13.023187 41.684284 6.960708 -0.3 -1.6 1.1 -0.057
C -11.826252 40.972418 6.943181 1.0 1.2 -1.4 -0.036
H -12.671872 38.072197 8.464561 0.3 -0.2 -0.3 0.106
H -14.795350 39.269709 8.563928 0.0 -0.1 0.0 0.101
H -15.040743 41.488763 7.668698 -0.1 0.1 -0.1 0.099
H -13.200770 42.708813 6.668800 0.6 -0.1 -0.4 0.106
H -10.947420 41.376828 6.463063 0.1 0.4 0.1 0.115
F -12.495679 37.859996 2.969945 -0.3 -1.0 0.9 0.033
C -12.258450 36.602374 3.482502 0.5 0.0 -0.7 -0.255
C -13.184979 35.879380 4.215735 -0.3 1.1 -0.2 -0.018
C -12.906980 34.583705 4.686617 0.3 0.4 -0.8 -0.075
C -11.731704 34.015074 4.248941 1.8 0.1 -0.7 -0.097
C -10.786472 34.747193 3.485629 -1.3 -1.0 0.7 -0.087
C -11.042331 36.041957 3.138855 1.0 0.2 0.2 -0.035
H -14.099909 36.435026 4.359142 -0.4 -0.4 0.5 0.114
H -13.581496 34.000550 5.295999 -0.2 0.3 0.0 0.103
H -11.359540 33.021434 4.450378 -0.7 -0.3 0.5 0.096
H -9.887171 34.254589 3.146503 0.2 0.1 0.2 0.104
H -10.178617 36.561994 2.751624 -0.5 0.6 -0.6 0.118
F -10.423623 27.906813 5.371210 -0.3 0.0 -0.6 0.045
C -9.545352 27.821801 4.339300 0.1 0.0 0.4 -0.299
C -9.939765 27.718852 3.027509 0.2 -0.2 -0.1 -0.013
C -8.943635 27.655173 2.032422 -1.1 1.2 0.4 -0.087
C -7.617725 27.817516 2.355296 1.4 -0.3 1.4 -0.098
C -7.212834 27.828848 3.715049 -2.1 0.5 0.5 -0.052
C -8.227182 27.876901 4.704484 1.7 -0.4 -0.8 -0.022
H -10.997306 27.740981 2.809536 0.0 -0.1 -0.2 0.115
H -9.286383 27.750486 1.012690 0.2 -0.3 -0.2 0.102
H -6.839773 27.987061 1.625610 -0.2 -0.3 -0.4 0.098
H -6.207780 27.924353 4.098625 0.2 0.0 -0.6 0.098
H -7.978087 27.955181 5.752445 0.0 0.0 0.1 0.114
C -11.126861 38.633426 14.211279 0.0 0.0 0.4 -0.064
N -10.730048 38.509933 15.600946 -0.7 -0.1 0.3 -0.007
C -9.777903 39.298009 16.125163 0.5 0.7 0.1 -0.612
C -9.436769 39.029885 17.530365 0.3 0.0 1.1 -0.015
O -9.216617 40.214748 15.557983 0.1 0.1 -1.1 0.043
H -12.076592 38.135463 14.015990 0.3 -0.3 0.1 0.083
H -10.295096 38.176719 13.674914 -0.4 0.3 -0.7 0.089
H -11.290117 39.681589 13.960701 0.4 0.0 -0.2 0.086
H -11.273392 38.014519 16.293355 0.0 -0.2 -0.5 0.135
H -8.424101 39.377890 17.734065 0.0 -0.3 -0.2 0.088
H -9.549208 37.976275 17.786024 -0.1 0.2 0.3 0.083
H -10.046114 39.702706 18.133782 -0.3 -0.3 0.3 0.093
C -5.215136 39.423864 12.180628 -1.3 1.8 -0.2 -0.066
N -5.295092 38.814691 13.456027 -1.3 0.8 0.4 -0.005
C -4.519043 37.898813 13.946324 1.4 -1.7 0.8 -0.633
C -4.963468 37.418272 15.280929 0.3 -1.1 1.1 -0.011
O -3.504092 37.494308 13.432823 1.0 -0.4 -0.9 0.056
H -5.907786 38.944287 11.489001 0.4 -0.1 -0.4 0.085
H -4.240300 39.660118 11.754041 0.1 -0.8 0.4 0.094
H -5.642937 40.403340 12.394443 -0.1 0.3 -0.6 0.085
H -6.028306 39.018231 14.120165 -0.4 0.7 -0.8 0.140
H -4.395490 36.528295 15.551943 0.2 0.2 0.0 0.085
H -5.998012 37.077994 15.326013 -0.2 0.5 0.0 0.080
H -4.736037 38.200978 16.004626 -0.3 -0.1 0.2 0.090
C -2.816831 36.068191 8.291611 0.4 -0.3 0.5 -0.070
N -1.794449 36.942471 7.766200 -0.1 0.6 -0.7 -0.007
C -0.503191 36.585341 7.688101 1.4 -1.1 1.5 -0.541
C 0.483701 37.554200 7.042530 0.5 -0.8 0.0 -0.010
O -0.087651 35.547057 8.226727 -0.5 1.0 -1.0 0.013
H -3.567979 36.675977 8.796087 -0.2 -0.3 -0.3 0.084
H -2.360394 35.402919 9.024512 0.1 0.3 0.2 0.082
H -3.200090 35.371825 7.545781 -0.4 0.4 -0.2 0.083
H -2.031967 37.837495 7.362945 -0.2 -0.3 0.1 0.135
H 0.745449 38.416579 7.655613 -0.7 0.3 -0.1 0.080
H 0.226519 37.782201 6.008136 -0.2 0.4 0.2 0.075
H 1.433738 37.020541 7.015317 -0.1 -0.2 -0.2 0.076
C -4.075641 31.818749 13.029667 0.2 -1.7 -0.5 -0.035
N -4.519361 30.421753 12.788209 -0.3 0.6 -0.4 -0.004
C -5.022012 29.684700 13.787942 0.3 -0.4 1.3 -0.581
C -5.686434 28.399616 13.405263 -0.4 -1.1 -1.0 -0.017
O -4.871652 30.000292 14.960146 -0.3 0.0 0.0 0.028
H -4.097250 31.963545 14.109788 -0.2 0.2 -0.2 0.078
H -4.745709 32.465589 12.463356 0.4 0.4 0.2 0.081
H -3.035755 31.830764 12.703196 -0.1 0.7 -0.1 0.081
H -4.708825 30.081436 11.856341 0.1 0.4 0.0 0.131
H -5.054645 27.775760 12.773013 0.6 0.0 0.2 0.078
H -6.522786 28.505804 12.714367 -0.4 0.5 0.3 0.077
H -6.006230 27.765212 14.231930 0.1 0.5 0.2 0.084
Cl -8.283731 35.032630 9.957978 0.3 1.2 0.6 0.506
C -9.042268 34.028269 8.772630 0.5 -1.4 0.9 -0.982
Cl -8.130884 32.437653 8.871354 -0.5 0.4 -0.8 0.419
H -10.010500 33.765693 9.198877 -0.1 0.3 -0.8 0.017
H -8.970960 34.506404 7.795685 -0.3 -0.5 0.1 0.035
```
Forces are in eV/Å.

As for the energy relative to the best compared isomer or geometry (same formula, charge and spin): 56.4 kcal/mol. As for the SMILES: Fc1ccccc1.Fc1ccccc1.Fc1ccccc1.CNC(C)=O.CNC(C)=O.CNC(C)=O.CNC(C)=O.ClCCl.

Entry 5:
Computed, not measured: C6H8F3NO2 in the gas phase in a non-equilibrium geometry, with the ωB97M-V functional and the def2-TZVPD basis.

```
20
Properties=species:S:1:pos:R:3:forces:R:3:lowdin_charge:R:1
F -0.175736 -2.350463 -1.546702 -1.2 -0.1 -0.2 0.181
C 0.759977 -1.940696 -0.716673 0.3 -0.9 0.9 -0.526
F 1.899844 -2.206313 -1.339401 0.7 0.3 0.3 0.180
F 0.708558 -2.732558 0.419622 0.0 0.9 -1.1 0.121
C 0.579675 -0.455049 -0.360911 0.6 0.6 0.0 -0.418
O 0.491060 0.319177 -1.573449 0.2 -1.0 2.5 -0.007
C -0.890023 0.728697 -1.648775 1.2 -1.1 -4.6 -0.160
C -1.385810 0.789218 -0.265639 -3.5 -1.9 -0.5 -0.144
N -0.611053 -0.237896 0.452012 -1.5 1.2 -2.1 -0.035
C -0.182165 0.296069 1.716475 0.3 -1.9 2.1 -0.134
C 1.223455 0.864631 1.372085 -3.8 -0.5 -0.9 -0.122
O 1.674691 -0.088757 0.431432 0.3 0.6 -0.6 0.032
H -1.297677 -0.031557 -2.380709 -0.6 0.4 1.4 0.136
H -0.766392 1.565144 -2.373210 -0.9 0.4 1.4 0.140
H -1.225318 1.720871 0.130479 0.7 2.5 1.1 0.080
H -2.562552 0.651908 -0.159823 2.4 -0.1 -0.4 0.172
H -0.162055 -0.690425 2.284592 0.7 1.6 0.4 0.141
H -0.901388 0.989755 2.263582 0.8 -0.8 -1.2 0.149
H 1.032253 1.898260 1.092872 0.5 0.1 -1.2 0.127
H 1.790657 0.909984 2.202140 2.5 -0.3 2.6 0.087
```
Forces are in eV/Å.

As for the energy relative to the best compared isomer or geometry (same formula, charge and spin): 56.1 kcal/mol. As for the SMILES: FC(F)(F)C12OCCN1CCO2.